*w*
Entry from the Open Molecules 2025 dataset: the molecule C5H5Cl (ωB97M-V/def2-TZVPD).

The geometry in XYZ format:
```
11
Properties=species:S:1:pos:R:3:lowdin_charge:R:1
Cl -2.812 0.056 -0.001 0.59
C 3.825 0.201 0.001 -0.11
C -0.199 -0.556 0.001 -0.21
C -1.116 0.401 0.000 -0.57
C 1.202 -0.262 -0.002 -0.05
C 2.385 -0.056 0.006 -0.08
H 4.036 1.305 -0.047 0.09
H -0.511 -1.592 0.007 0.10
H -0.866 1.451 -0.002 0.07
H 4.290 -0.288 -0.883 0.09
H 4.278 -0.196 0.902 0.07
```

Values from the calculation:
Net charge: 0
SMILES string: CC#C/C=C/Cl


*x*
Entry from the Open Molecules 2025 dataset: the molecule C5H5Cl (ωB97M-V/def2-TZVPD).

The geometry in XYZ format:
```
11
Properties=species:S:1:pos:R:3:lowdin_charge:R:1
Cl 2.162 -1.281 -2.248 0.55
C 1.119 -0.545 -1.035 -0.53
C -0.428 -0.239 0.960 -0.22
C -1.637 1.916 0.068 0.05
C -1.294 0.895 0.605 -0.16
C 0.711 -0.938 0.211 -0.15
H 0.326 0.199 1.705 0.14
H -0.750 -1.136 1.432 0.09
H -2.092 2.600 -0.898 0.13
H 0.878 0.342 -1.492 0.01
H 1.005 -1.812 0.693 0.08
```

Values from the calculation:
Net charge: 0
SMILES string: C#CC/C=C/Cl


Q: Which of them is the most stable? A: *w*.


*w*
Entry from the Open Molecules 2025 dataset: the ion C6H13N4 with charge +1 (ωB97M-V/def2-TZVPD).

The geometry in XYZ format:
```
23
Properties=species:S:1:pos:R:3:lowdin_charge:R:1
N 1.463 0.020 1.732 -0.04
N -0.789 1.526 0.237 -0.15
N 0.201 0.288 2.094 0.04
N 0.886 0.048 -0.549 -0.02
C 0.268 -1.091 -0.699 0.00
C 1.984 0.195 0.400 -0.12
C 0.180 1.296 -0.806 -0.11
C 0.814 -2.370 -0.241 0.00
C -0.705 0.923 1.469 -0.18
C -2.091 1.992 -0.200 -0.04
H 0.923 2.105 -0.843 0.15
H -2.598 2.472 0.633 0.10
H 2.771 -0.539 0.209 0.14
H 0.259 -3.203 -0.662 0.10
H -0.327 1.243 -1.774 0.15
H 1.845 -0.724 2.299 0.14
H 0.763 -2.441 0.850 0.11
H -2.720 1.174 -0.572 0.10
H -1.962 2.734 -0.990 0.10
H 1.868 -2.464 -0.506 0.11
H -1.610 1.033 2.050 0.13
H 2.400 1.203 0.274 0.14
H -0.679 -1.075 -1.221 0.16
```

Values from the calculation:
Net charge: +1
SMILES string: C/C=[N+]1\CNN=CN(C)C1


*x*
Entry from the Open Molecules 2025 dataset: the ion C6H13N4 with charge +1 (ωB97M-V/def2-TZVPD).

The geometry in XYZ format:
```
23
Properties=species:S:1:pos:R:3:lowdin_charge:R:1
N -0.706 1.553 1.181 -0.02
N 0.223 -1.194 -0.578 0.05
N -0.239 -1.274 3.048 0.05
N 0.246 1.567 0.381 0.03
C 0.033 2.144 -0.957 -0.16
C -0.101 0.989 -1.921 -0.16
C 0.504 -0.735 0.790 -0.09
C 0.753 -0.292 -1.666 -0.11
C -0.533 -0.857 1.754 -0.43
C -1.181 0.653 1.882 -0.02
H 0.867 2.719 -1.325 0.12
H 1.494 -0.259 1.072 0.16
H -0.932 -1.048 3.796 0.11
H 0.832 -1.174 3.183 0.15
H -0.822 -1.187 -0.580 0.19
H 0.080 1.380 -2.860 0.09
H -0.854 2.771 -0.893 0.13
H 0.702 -2.131 -0.545 0.21
H 0.720 -0.897 -2.649 0.16
H -1.169 0.704 -2.136 0.14
H 1.826 -0.097 -1.596 0.14
H -1.794 0.751 2.869 0.16
H -1.348 -1.322 1.242 0.12
```

Values from the calculation:
Net charge: +1


Q: Which of them is the most stable? A: *w*.


*w*
Entry from the Open Molecules 2025 dataset: a structure of composition C4H5O2Sn (ωB97M-V/def2-TZVPD).

The geometry in XYZ format:
```
12
Properties=species:S:1:pos:R:3:lowdin_spin:R:1
Sn -1.866 1.032 2.900 0.26
O -1.186 1.111 1.069 0.15
O -1.455 -0.275 -2.395 0.01
C -0.995 0.819 -2.058 0.03
C -1.012 2.184 -2.217 0.11
C 0.092 1.556 -0.928 0.03
C -0.207 1.468 0.471 0.39
H -1.326 -1.001 -1.748 0.00
H -0.522 2.627 -3.089 0.01
H -1.839 2.729 -1.744 0.00
H 1.102 1.269 -1.238 0.00
H 0.309 2.608 0.372 0.01
```

Values from the calculation:
Net charge: +2
Expectation value of S²: 0.764
Spin multiplicity: 2


*x*
Entry from the Open Molecules 2025 dataset: a structure of composition C4H5O2Sn (ωB97M-V/def2-TZVPD).

The geometry in XYZ format:
```
12
Properties=species:S:1:pos:R:3:lowdin_spin:R:1
Sn 1.238 -3.282 2.215 0.78
O 0.680 -1.636 1.274 0.13
O -0.334 -0.226 -2.403 0.00
C -0.574 0.350 -1.347 0.01
C -1.396 0.955 -0.496 0.00
C 0.580 0.683 0.550 0.02
C 0.958 -0.485 1.152 0.06
H -2.028 0.327 0.143 0.00
H -1.605 2.022 -0.625 0.00
H 0.449 -0.819 -2.400 0.00
H 0.682 0.824 1.873 0.00
H 1.351 1.286 0.064 0.00
```

Values from the calculation:
Net charge: +2
Expectation value of S²: 0.754
Spin multiplicity: 2


Q: Which of them is the most stable? A: *w*.


*w*
Entry from the Open Molecules 2025 dataset: a cluster of 3 separate species, C2H11NO3 in total (ωB97M-V/def2-TZVPD).

The geometry in XYZ format:
```
17
Properties=species:S:1:pos:R:3:lowdin_charge:R:1
O -0.506 -2.324 0.760 -0.06
O -1.443 0.733 -0.565 -0.08
O 0.831 -0.755 3.471 -0.05
N 1.331 0.187 -1.291 0.00
C 0.373 1.033 -2.036 -0.26
C -0.584 1.753 -1.056 -0.25
H 1.675 -1.155 3.236 0.04
H 0.823 0.076 3.002 0.02
H -0.097 2.337 -0.257 0.12
H -0.273 0.406 -2.688 0.11
H -0.571 -1.554 1.317 0.00
H -0.952 -3.002 1.285 0.04
H 0.918 1.571 -2.813 0.10
H -1.942 0.362 -1.280 0.07
H 1.375 -0.765 -1.621 0.06
H 0.990 0.184 -0.339 0.04
H -1.205 2.469 -1.598 0.11
```

Values from the calculation:
Net charge: 0
SMILES string: NCCO.O.O


*x*
Entry from the Open Molecules 2025 dataset: a cluster of 4 separate species, C2H11NO3 in total (ωB97M-V/def2-TZVPD).

The geometry in XYZ format:
```
17
Properties=species:S:1:pos:R:3:lowdin_charge:R:1
O 1.385 0.219 -4.037 -0.06
O 1.656 -0.006 5.368 -0.06
O -3.600 -1.477 -0.955 -0.05
N 0.124 0.994 -0.455 -0.07
C 1.247 0.520 -0.718 -0.11
C -0.781 0.168 0.329 -0.13
H -0.842 0.502 1.364 0.09
H 1.706 0.654 6.064 0.03
H -1.805 0.295 0.001 0.05
H -2.755 -1.458 -0.504 0.00
H 2.018 1.054 -1.271 0.06
H -3.826 -0.691 -1.449 0.03
H 1.617 -0.477 -0.419 0.08
H 0.860 0.640 -3.352 0.01
H 1.725 -0.841 5.828 0.03
H 2.286 0.199 -3.708 0.02
H -0.368 -0.844 0.286 0.07
```

Values from the calculation:
Net charge: 0
SMILES string: C=NC.O.O.O


Q: Which of them is the most stable? A: *w*.


*w*
Entry from the Open Molecules 2025 dataset: a cluster of 2 separate species, C2H10N3 in total (ωB97M-V/def2-TZVPD).

The geometry in XYZ format:
```
15
Properties=species:S:1:pos:R:3:lowdin_spin:R:1
N -0.540 -1.192 -0.501 0.15
N -0.036 1.336 -1.329 0.00
N -0.842 -1.901 1.825 0.21
C -0.068 -1.697 0.686 0.54
C 1.010 1.771 -0.392 0.00
H 1.371 2.772 -0.638 0.00
H -0.409 -2.285 2.641 0.00
H -1.299 -1.572 -1.049 0.02
H 1.872 1.103 -0.347 0.00
H -0.901 1.771 -1.029 0.00
H 0.643 1.780 0.634 0.00
H 1.006 -1.763 0.806 0.04
H -0.127 -0.355 -0.948 0.01
H -1.778 -1.555 1.872 0.01
H 0.101 1.787 -2.229 0.00
```

Values from the calculation:
Net charge: 0
Expectation value of S²: 0.753
Spin multiplicity: 2


*x*
Entry from the Open Molecules 2025 dataset: the molecule C2H10N3 (ωB97M-V/def2-TZVPD).

The geometry in XYZ format:
```
15
Properties=species:S:1:pos:R:3:lowdin_spin:R:1
N 0.632 -0.419 -2.234 0.08
N -0.195 -0.508 0.026 0.13
N -0.904 0.265 2.230 0.06
C -0.541 0.725 0.914 0.17
C 1.069 -0.105 -0.919 0.17
H 0.354 1.368 0.824 0.01
H -0.979 -0.757 -0.569 0.10
H -1.748 0.744 2.551 0.02
H 1.136 0.984 -0.833 0.01
H 0.740 -1.305 -2.686 0.03
H -0.220 0.732 2.857 0.01
H 0.128 -1.291 0.585 0.10
H 1.956 -0.644 -0.604 0.04
H -1.404 1.346 0.555 0.04
H 0.311 0.341 -2.812 0.02
```

Values from the calculation:
Net charge: 0
Expectation value of S²: 0.751
Spin multiplicity: 2


Q: Which of them is the most stable? A: *w*.


*w*
Entry from the Open Molecules 2025 dataset: the ion C5H8N2 with charge +2 (ωB97M-V/def2-TZVPD).

The geometry in XYZ format:
```
15
Properties=species:S:1:pos:R:3:lowdin_charge:R:1
N -0.844 1.765 -0.718 0.15
N 0.642 -1.148 -0.521 0.15
C 0.217 -0.192 0.122 -0.19
C 0.371 1.275 -0.330 -0.06
C 1.077 -2.197 -0.939 0.21
C -1.976 1.862 -0.851 0.42
C -0.147 -0.379 1.608 0.06
H 2.180 -2.576 -0.862 0.20
H 0.206 0.601 2.019 0.11
H -1.282 -0.315 1.691 0.13
H -2.983 2.053 -0.964 0.14
H 1.093 1.595 -1.217 0.22
H 0.583 -2.908 -1.551 0.13
H 0.676 1.935 0.562 0.19
H 0.187 -1.370 1.952 0.12
```

Values from the calculation:
Net charge: +2
SMILES string: C#[N+]CC(C)=[N+]=C


*x*
Entry from the Open Molecules 2025 dataset: the ion C5H8N2 with charge +2 (ωB97M-V/def2-TZVPD).

The geometry in XYZ format:
```
15
Properties=species:S:1:pos:R:3:lowdin_charge:R:1
N -0.904 1.939 -1.363 0.07
N 0.691 -0.189 -0.197 0.18
C 1.137 0.582 -1.075 -0.04
C 0.871 -0.843 0.938 0.04
C -1.786 1.405 -0.697 0.34
C 0.403 1.556 -1.765 0.09
C -0.017 -1.768 1.621 -0.01
H 1.712 -0.473 1.551 0.18
H -2.762 1.554 -0.059 0.20
H -0.911 -2.126 1.156 0.09
H -0.891 3.007 -1.312 0.24
H 0.506 -2.612 1.989 0.10
H 1.944 0.212 -1.818 0.21
H -0.472 -1.381 2.608 0.17
H 0.782 1.903 -2.656 0.13
```

Values from the calculation:
Net charge: +2


Q: Which of them is the most stable? A: *w*.